{"formula": "C15H25MoN10O5", "method": "wB97M-V/def2-TZVPD", "e_above_lowest_ev": 0.000, "orbital_gap_ha": [0.271, 0.271], "energy_ha": -1577.63524, "total_charge": 3, "homo_ev": [-17.673, -17.673], "symbols": ["C", "H", "H", "H", "H", "H", "H", "H", "N", "H", "O", "C", "C", "N", "H", "H", "H", "C", "C", "N", "O", "N", "C", "H", "C", "H", "H", "H", "H", "H", "N", "N", "H", "H", "H", "N", "C", "H", "O", "C", "C", "Mo", "C", "N", "C", "H", "O", "N", "H", "C", "N", "C", "O", "H", "H", "C"], "positions_angstrom": [[1.23272, -2.17151, -1.23445], [-0.73697, 2.19487, 3.32684], [4.05438, -1.17011, 2.94734], [4.29873, 0.37065, 2.10762], [-4.69736, -0.13126, 0.84784], [-0.90006, 3.31036, -0.82963], [-4.78547, -2.11546, -2.00073], [-5.35284, -0.60130, -1.25775], [3.23821, -2.53914, -4.02730], [-3.79531, 1.77649, 1.94347], [0.19176, 2.27885, 1.48288], [0.19291, 3.05181, -4.01780], [1.19751, -1.98200, 3.82749], [-3.22343, 0.93855, 1.89628], [-0.86425, 4.60032, -2.95365], [0.02365, 3.75053, 2.93563], [3.59992, -3.47176, -3.89228], [0.67001, 1.12922, -2.70397], [-4.73844, -1.48937, -1.11818], [1.87674, 0.26004, 1.07247], [-3.33243, -1.09950, -1.01712], [-3.71779, 0.12363, 0.87267], [-0.41952, 3.61620, -2.90954], [3.50860, -2.01180, -4.84366], [3.62894, -0.18321, 2.76141], [0.96925, -3.89603, -0.27092], [2.10516, -1.79975, 4.39769], [-5.02358, -2.06264, -0.23735], [-1.50658, 3.29653, 2.14675], [-0.08291, -2.63829, 0.24974], [0.07142, -0.88500, 1.91519], [0.08500, 1.68026, -1.62438], [3.55931, 0.33917, 3.71798], [-0.91590, -2.17658, 2.95122], [0.35610, -1.83144, 4.50843], [2.01213, -2.75652, -2.10910], [2.39408, -2.02796, -3.16498], [0.23576, 3.59147, -4.95454], [-1.67139, -0.04124, -0.11137], [-2.91166, -0.33042, -0.07098], [0.75293, 1.78380, -3.91455], [0.20070, 0.45203, 0.14522], [1.20227, -0.23829, -2.50339], [0.76972, -2.90695, -0.21250], [2.28369, -0.30580, 2.14447], [-3.30979, 0.43963, 2.77678], [2.12481, 1.16416, 0.16567], [1.92281, -0.76472, -3.42764], [1.21545, -3.02910, 3.50902], [-0.56613, 2.92633, 2.54372], [0.86290, -0.84058, -1.30497], [-0.44754, 2.90319, -1.72446], [-1.07839, -1.58372, 2.19639], [0.87081, 2.87904, 1.14847], [1.24281, 1.30229, -4.74836], [1.12656, -1.07791, 2.64692]]}